Entry 1:
{
  "formula": "C4H8FNO",
  "method": "ωB97M-V with the def2-TZVPD basis set",
  "charge": 0,
  "largest_force_ev_per_a": 5.6,
  "e_above_lowest_kj_mol": 319.6,
  "mol_weight_g_mol": 105.11,
  "smiles": "C[C@@]1(F)[C@H](N)[C@@H]1O",
  "symbols": ["C", "C", "F", "C", "N", "C", "O", "H", "H", "H", "H", "H", "H", "H", "H"],
  "xyz": [[-1.93431, -0.09744, -0.06086], [-0.51715, 0.20801, 0.33475], [-0.37756, 0.44279, 1.67870], [0.61687, -0.47671, -0.33605], [1.75764, -0.78033, 0.43802], [0.31478, 0.95371, -0.60205], [1.04624, 1.79423, 0.14184], [-2.08750, 0.25951, -1.18880], [-2.25897, -1.27384, -0.01724], [-2.57747, 0.55920, 0.39831], [0.23260, -1.57061, -0.83614], [1.56330, -1.80357, 0.80942], [2.65116, -0.92105, -0.17595], [0.03518, 1.33185, -1.61121], [1.53517, 1.37423, 1.02724]],
  "forces_ev_per_angstrom": [[0.6, -3.1, -3.8], [-2.5, -1.5, -0.1], [-0.1, 0.4, 0.0], [-1.3, -5.1, -1.2], [2.6, -3.3, 0.5], [-0.2, 0.2, -0.5], [4.3, 1.7, 3.1], [0.5, -1.2, 2.1], [0.7, 3.0, 0.2], [-1.7, 1.1, 1.7], [0.7, 3.6, 0.1], [0.8, 2.9, -0.6], [-2.3, 0.5, 1.3], [0.0, -0.2, 1.1], [-2.2, 0.9, -3.8]]
}

Entry 2:
{
  "formula": "C16H43F14HfN2O21P2S7",
  "method": "ωB97M-V with the def2-TZVPD basis set",
  "charge": 1,
  "total_energy_ha": -7241.18199,
  "largest_force_ev_per_a": 6.7,
  "mol_weight_g_mol": 1330.39,
  "symbols": ["Hf", "P", "F", "F", "F", "F", "F", "F", "P", "F", "F", "F", "F", "F", "F", "N", "S", "O", "O", "F", "S", "O", "O", "F", "C", "N", "O", "O", "H", "H", "H", "O", "S", "O", "O", "C", "C", "C", "H", "H", "H", "H", "H", "H", "H", "H", "O", "S", "O", "O", "C", "C", "C", "H", "H", "H", "H", "H", "H", "H", "H", "O", "S", "O", "O", "C", "C", "C", "H", "H", "H", "H", "H", "H", "H", "H", "O", "S", "O", "O", "C", "C", "C", "H", "H", "H", "H", "H", "H", "H", "H", "O", "S", "O", "O", "C", "C", "C", "H", "H", "H", "H", "H", "H", "H", "H"],
  "xyz": [[-18.90949, -28.28211, -5.64722], [-20.38040, -25.53294, -7.12112], [-20.82546, -27.04913, -6.47667], [-21.01789, -25.95305, -8.48683], [-21.72755, -24.82041, -6.69908], [-19.70784, -24.23841, -7.69206], [-19.76226, -25.19121, -5.65834], [-18.99723, -26.44447, -7.34929], [-19.48960, -29.27783, -9.48756], [-18.02929, -29.95367, -9.34449], [-18.79356, -27.94826, -10.04041], [-19.65479, -29.88689, -10.94100], [-20.93163, -28.61738, -9.54993], [-20.14757, -30.58467, -8.78528], [-19.24319, -28.68542, -7.90572], [-17.72260, -26.69174, -4.71222], [-17.60467, -26.36714, -3.13220], [-18.57183, -25.52261, -2.55322], [-16.32967, -26.61382, -2.59200], [-18.24454, -27.89357, -2.82988], [-16.71468, -25.29658, -5.11641], [-15.33446, -25.39268, -4.85417], [-17.38075, -24.05078, -5.08870], [-16.71538, -25.63447, -6.65998], [-19.80559, -22.29580, -4.33771], [-21.21767, -22.15639, -4.83582], [-21.36272, -21.87989, -6.00386], [-22.12119, -22.24804, -4.01788], [-19.56293, -21.50668, -3.63619], [-19.22497, -22.30488, -5.25084], [-19.78882, -23.27061, -3.86450], [-24.04010, -27.29205, -6.63602], [-24.53107, -27.01588, -7.96039], [-23.96018, -27.63775, -9.10287], [-26.08675, -27.35200, -8.03125], [-26.91174, -26.95360, -6.92186], [-28.30122, -27.46033, -7.29991], [-24.55767, -25.22435, -8.12904], [-26.98763, -25.87422, -6.78638], [-26.55403, -27.44500, -6.01770], [-28.59568, -26.92861, -8.20751], [-29.02894, -27.14489, -6.55369], [-28.28166, -28.52120, -7.53129], [-24.92963, -24.77417, -7.21315], [-25.06359, -24.93463, -9.04361], [-23.50785, -24.94210, -8.19108], [-24.22087, -23.81446, -10.94160], [-24.20595, -24.75025, -12.02820], [-25.35930, -25.57264, -12.21611], [-23.87594, -23.99769, -13.39810], [-24.75588, -22.91420, -13.71890], [-24.25063, -22.36510, -15.04960], [-22.74477, -25.78342, -11.94112], [-24.78984, -22.08968, -13.00517], [-25.78715, -23.24697, -13.85602], [-24.25100, -23.19629, -15.75884], [-23.20198, -22.09551, -14.92768], [-24.88329, -21.57774, -15.44819], [-22.60392, -26.07587, -10.90321], [-21.88926, -25.19280, -12.25558], [-22.98047, -26.62063, -12.59017], [-20.69206, -29.61987, -6.01844], [-21.92233, -30.42218, -5.93664], [-21.77842, -31.70674, -5.35884], [-22.86474, -29.55411, -5.06018], [-24.12976, -30.12509, -4.60664], [-23.94211, -30.86849, -3.31302], [-22.81246, -30.48138, -7.49575], [-24.50946, -30.77986, -5.38777], [-24.76898, -29.26944, -4.41302], [-23.53884, -30.27065, -2.48924], [-23.28579, -31.73659, -3.31884], [-24.90267, -31.15934, -2.87886], [-23.07636, -29.46261, -7.77390], [-23.66495, -31.14021, -7.35939], [-22.14924, -30.90635, -8.24458], [-15.51978, -29.84827, -8.01033], [-15.81509, -28.51660, -7.65462], [-16.99404, -28.18055, -6.84558], [-14.60812, -27.94486, -6.83711], [-13.26233, -28.33701, -7.26615], [-12.32773, -27.74657, -6.22764], [-15.83487, -27.49309, -9.08512], [-12.98815, -27.92215, -8.23681], [-13.23110, -29.42179, -7.31489], [-12.32947, -26.66415, -6.32384], [-11.32539, -28.06978, -6.52546], [-12.48803, -28.15271, -5.23386], [-16.27353, -26.53044, -8.83187], [-16.38404, -27.96508, -9.89826], [-14.82884, -27.32423, -9.46513], [-20.39120, -27.43400, -4.03470], [-21.48650, -27.08434, -3.13197], [-22.62434, -27.91939, -3.03390], [-20.87086, -26.88146, -1.71610], [-21.71841, -26.88082, -0.53635], [-20.90490, -26.35127, 0.60822], [-21.93439, -25.41215, -3.51665], [-22.04358, -27.89073, -0.28356], [-22.62713, -26.32239, -0.76858], [-21.53081, -26.23595, 1.49490], [-20.43217, -25.37991, 0.46563], [-20.11923, -27.05917, 0.87330], [-22.73416, -25.07783, -2.85921], [-22.28569, -25.40872, -4.54600], [-21.04929, -24.82305, -3.31391]],
  "forces_ev_per_angstrom": [[-2.9, 3.4, -3.5], [0.0, 1.0, 0.3], [-0.5, -0.5, 0.8], [0.5, -0.4, -0.2], [-0.2, -0.4, 0.4], [0.2, -0.2, -0.4], [-0.4, -0.2, 0.2], [1.1, 0.2, -0.1], [-0.1, -1.5, -2.3], [0.0, 0.1, 0.4], [-0.2, 0.2, 0.4], [0.0, 0.0, 0.1], [0.2, 0.4, 0.6], [0.3, 0.1, 0.1], [0.1, 0.2, 2.1], [1.9, 2.7, 0.3], [-2.3, -5.3, 3.5], [0.2, 1.0, -0.6], [0.8, 1.3, -0.2], [-0.1, -0.1, -0.3], [0.9, 0.5, -6.2], [0.0, -0.6, 1.5], [-0.5, -0.4, 1.4], [-0.3, 0.0, 0.2], [-0.6, -0.7, -0.7], [0.0, 1.1, 0.4], [-0.1, -0.2, 0.1], [0.2, -0.4, -0.1], [-0.2, 0.1, -0.1], [0.4, 0.1, 0.2], [0.3, 0.0, 0.2], [0.1, -0.5, 0.0], [-1.1, 2.1, 0.3], [0.3, -0.3, -0.1], [0.7, 0.1, 0.1], [-1.2, -0.8, 0.0], [0.3, 0.9, -0.4], [0.8, -0.8, 0.0], [0.5, 0.0, -0.1], [0.2, 0.2, 0.0], [0.0, -0.2, -0.1], [0.0, -0.5, 0.2], [-0.2, -0.1, 0.3], [-0.3, -0.1, -0.1], [-0.2, 0.0, 0.1], [0.0, 0.0, -0.2], [0.1, 0.3, 0.0], [0.6, -0.5, 0.0], [-0.2, -0.1, 0.0], [-0.1, 0.0, 0.9], [-0.7, 1.2, -1.4], [0.3, -1.2, 0.1], [-0.6, 0.6, -0.1], [0.5, -0.5, 0.5], [0.1, -0.4, 0.2], [-0.1, 0.1, -0.1], [-0.1, 0.5, -0.1], [0.1, 0.2, 0.2], [-0.2, -0.2, 0.0], [0.0, -0.1, -0.2], [0.4, -0.1, 0.0], [2.1, 1.0, 0.6], [-2.5, -0.4, 0.1], [0.5, -0.5, -0.2], [0.8, 0.3, -0.4], [0.2, -0.4, 0.8], [0.1, -0.3, 1.5], [1.1, 0.2, 0.1], [-0.3, 0.2, 0.0], [0.0, 0.1, -0.5], [0.1, 0.5, -0.5], [-0.2, -0.1, -0.6], [-0.1, -0.2, -0.5], [-0.1, 0.0, 0.0], [0.0, 0.1, 0.3], [0.1, 0.0, 0.0], [-0.6, -0.8, 0.3], [2.1, 0.6, -1.4], [-1.4, -1.0, 1.7], [-1.0, 0.3, 0.0], [0.7, 0.0, 0.7], [0.5, -0.6, -0.9], [-0.4, 0.5, -0.4], [-0.5, 0.1, -0.1], [0.0, 0.0, 0.1], [-0.2, 0.1, 0.5], [0.0, 0.0, 0.1], [-0.3, 0.4, 0.1], [-0.1, -0.1, 0.0], [-0.3, -0.2, 0.3], [0.2, -0.2, 0.4], [1.0, -1.2, -0.6], [-1.2, 1.8, 0.9], [-0.1, -0.4, -0.2], [1.0, -0.7, -0.5], [-0.6, -0.1, 0.4], [0.3, 0.2, 0.6], [-0.1, -0.6, -0.1], [0.2, -0.1, -0.4], [0.2, 0.3, 0.1], [-0.2, -0.2, -0.1], [-0.1, 0.0, -0.4], [0.0, 0.0, -0.1], [0.0, -0.3, 0.1], [0.2, 0.2, -0.1], [0.1, 0.1, -0.4]]
}

Entry 3:
{
  "formula": "C11H12N6OS",
  "method": "ωB97M-V with the def2-TZVPD basis set",
  "charge": 0,
  "largest_force_ev_per_a": 5.9,
  "e_above_lowest_kj_mol": 154.0,
  "mol_weight_g_mol": 276.32,
  "smiles": "CC1=Nc2nnnn2[C@@H](c2sccc2C)[C@@H]1C(N)=O",
  "symbols": ["C", "C", "N", "C", "N", "N", "N", "N", "C", "C", "S", "C", "C", "C", "C", "C", "C", "N", "O", "H", "H", "H", "H", "H", "H", "H", "H", "H", "H", "H", "H"],
  "xyz": [[1.85422, -2.64265, 0.11289], [1.58472, -1.23738, 0.59736], [2.57100, -0.44480, 0.82790], [2.17735, 0.90963, 0.97208], [2.99156, 1.80754, 1.42741], [2.27371, 2.89257, 1.39715], [0.99103, 2.74848, 1.24523], [0.93191, 1.43692, 0.76263], [-0.18393, 0.55704, 0.34843], [-0.42115, 0.78081, -1.13149], [0.84576, 1.41099, -2.15286], [-0.17409, 1.22893, -3.58917], [-1.41343, 0.83096, -3.31752], [-1.64170, 0.60057, -1.87026], [-2.90430, 0.12860, -1.21302], [0.12358, -0.90125, 0.75973], [-0.36171, -1.06428, 2.15248], [-0.10594, -0.38479, 3.27477], [-1.32043, -1.82603, 2.40174], [1.62582, -3.31425, 0.98294], [1.10968, -2.76726, -0.68237], [2.96938, -2.70482, -0.02830], [-1.01182, 0.83183, 1.00116], [0.16787, 1.63492, -4.58026], [-2.23065, 0.89891, -4.04414], [-3.74013, 0.80812, -1.58695], [-3.03590, -0.88370, -1.48630], [-2.86798, 0.14450, -0.01523], [-0.60540, -1.44737, 0.14616], [-0.80438, -0.42535, 4.04710], [0.60537, 0.39260, 3.24070]],
  "forces_ev_per_angstrom": [[0.7, 0.7, 2.0], [0.8, -1.0, -0.4], [-1.8, 0.8, -0.9], [-0.6, -2.0, 0.3], [0.3, -0.4, -1.3], [-1.5, 3.7, 2.8], [1.6, -1.4, -2.4], [1.2, -1.5, 1.5], [0.3, 1.5, 0.1], [-2.4, 0.1, -1.8], [-1.0, -0.8, -0.9], [2.0, 1.4, -0.5], [-1.9, 0.0, 2.1], [3.2, 0.1, 0.8], [-0.3, 2.0, 1.7], [0.3, 1.6, -0.6], [-4.4, -2.4, 3.2], [3.2, 3.6, 0.3], [0.5, -0.7, -2.3], [-0.1, 0.2, -0.9], [0.8, -0.7, -0.2], [-1.4, -0.2, -0.7], [-0.4, 0.4, -0.6], [-0.2, -0.6, 1.3], [0.4, -0.4, 0.3], [0.7, -1.2, 0.7], [-0.7, -1.1, -0.3], [0.0, 0.2, -2.7], [0.7, -0.5, 0.3], [1.1, -0.1, -1.3], [-1.2, -1.1, 0.5]]
}

Entry 4:
{
  "formula": "C4H5NO",
  "method": "ωB97M-V with the def2-TZVPD basis set",
  "charge": 0,
  "largest_force_ev_per_a": 1.2,
  "e_above_lowest_kj_mol": 463.2,
  "mol_weight_g_mol": 83.09,
  "symbols": ["O", "C", "N", "C", "C", "C", "H", "H", "H", "H", "H"],
  "xyz": [[-0.22837, 1.37974, 2.01748], [-0.60107, 0.68325, 1.17554], [1.35314, 0.00944, 0.37594], [1.57988, -0.36517, -0.81483], [-1.33370, -0.19112, -0.94991], [-1.54697, 0.01053, 0.39480], [2.18038, 0.36232, 0.85820], [0.70413, -0.65864, -1.39799], [2.56898, -0.32436, -1.28000], [-2.24079, -0.66400, -1.36289], [-2.42600, -0.23603, 1.00204]],
  "forces_ev_per_angstrom": [[-0.4, -0.8, -0.8], [0.4, 0.7, 0.8], [0.1, 0.1, -0.4], [0.0, 0.1, 0.1], [-0.4, -0.1, 0.3], [0.1, -0.2, -0.3], [-0.1, -0.1, 0.1], [0.2, -0.1, 0.0], [0.0, -0.1, 0.2], [0.0, 0.1, 0.1], [0.1, 0.1, 0.0]]
}

Entry 5:
{
  "formula": "C18H18BrCaF6I2N3PSb",
  "method": "ωB97M-V with the def2-TZVPD basis set",
  "s2": 0.75,
  "charge": 1,
  "largest_force_ev_per_a": 3.1,
  "spin_multiplicity": 2,
  "e_above_lowest_kj_mol": 0.9,
  "mol_weight_g_mol": 916.88,
  "symbols": ["Ca", "C", "C", "C", "C", "C", "C", "N", "Sb", "C", "C", "C", "C", "C", "C", "N", "C", "C", "C", "C", "C", "C", "N", "H", "H", "H", "H", "H", "H", "H", "H", "H", "H", "H", "H", "H", "H", "H", "H", "H", "H", "Br", "I", "I", "F", "P", "F", "F", "F", "F", "F"],
  "xyz": [[-1.11865, 0.23691, -1.52655], [-3.06586, 2.11178, 0.89911], [-1.68935, 2.60592, 1.11567], [-1.52145, 3.78385, 1.85380], [-0.24913, 4.16756, 2.24599], [0.88258, 3.37946, 1.78933], [0.63013, 2.23693, 1.09049], [-0.60934, 1.91592, 0.71024], [2.37873, 0.89074, 0.69676], [1.31190, -0.59418, 1.88260], [0.62369, -0.29626, 3.06123], [0.21615, -1.36910, 3.84228], [0.53594, -2.66495, 3.40630], [1.22571, -2.87134, 2.23256], [1.54783, -4.24553, 1.71471], [1.64478, -1.78074, 1.45905], [1.81841, 0.70573, -1.47293], [2.67720, 1.33999, -2.38096], [3.16504, 0.57411, -3.44601], [2.77801, -0.79820, -3.51236], [1.87398, -1.30662, -2.60987], [1.60080, -2.74547, -2.62923], [1.20944, -0.46772, -1.76092], [-3.66127, 2.81744, 0.28998], [-3.67725, 1.81875, 1.81281], [-2.87738, 1.21511, 0.25838], [-2.35440, 4.34590, 2.28547], [-0.02329, 5.05910, 2.77236], [1.86845, 3.64729, 2.13649], [0.37757, 0.70803, 3.32084], [-0.40149, -1.24344, 4.70095], [0.21652, -3.55116, 3.97132], [1.33112, -4.29360, 0.64241], [0.87171, -4.98871, 2.15389], [2.61102, -4.57550, 1.80924], [3.04133, 2.32528, -2.21653], [3.85038, 0.99425, -4.21096], [3.20089, -1.50067, -4.21502], [1.44663, -3.08159, -3.66405], [0.72227, -3.08190, -2.07345], [2.52194, -3.22804, -2.19159], [-1.97426, -2.14739, -0.65049], [-3.18131, -2.40351, 4.11930], [-2.87666, -5.25967, 4.15313], [-1.80702, 0.31723, -3.69598], [-2.73299, 1.71598, -3.47735], [-2.03963, 2.38352, -4.73764], [-1.43318, 2.28331, -2.54536], [-3.90751, 0.88916, -4.27071], [-3.60674, 2.97566, -3.10408], [-3.37198, 1.05041, -2.03464]],
  "forces_ev_per_angstrom": [[1.1, 1.6, 0.6], [-0.6, -1.4, -1.1], [1.0, 1.1, 1.3], [0.7, 0.4, 1.2], [1.5, -1.6, -2.1], [-1.9, 1.4, 1.6], [1.2, 0.2, -0.4], [-1.3, -1.4, -0.7], [-2.1, 1.3, 0.0], [0.7, 1.0, -0.6], [-0.3, -0.9, 0.1], [0.5, -0.2, -1.2], [-0.3, -0.3, 0.4], [0.9, 1.3, -1.0], [0.0, -0.4, -0.5], [-0.6, -2.8, 1.0], [-0.1, 0.3, 0.2], [0.1, -1.6, -0.2], [-0.6, -1.0, -0.7], [1.2, 1.6, 0.1], [-1.5, 1.7, -0.3], [0.1, -1.4, -0.1], [1.5, -1.4, 0.5], [0.2, -0.3, 0.3], [1.1, 0.4, -1.0], [-1.0, 0.3, 0.6], [0.0, -0.3, -0.5], [-0.2, 0.7, 0.6], [0.1, 0.0, -0.1], [-0.1, 0.6, 0.1], [-0.1, 0.2, 0.6], [0.1, 0.5, -0.1], [0.1, 0.2, 0.0], [0.4, 0.1, 0.2], [-0.8, 0.5, 0.3], [0.3, 0.6, 0.3], [-0.6, -0.3, 0.7], [0.3, 0.2, -0.2], [0.3, -0.1, 0.3], [0.2, 0.3, 0.2], [-1.0, 0.1, -0.5], [-0.5, -1.4, 0.6], [0.0, -1.9, 0.0], [-0.2, 1.9, 0.0], [0.2, 0.2, 0.7], [-2.1, 0.0, -1.1], [-0.8, -0.6, 0.4], [-0.6, -0.5, 0.1], [1.3, 1.7, 0.6], [0.4, -0.1, -0.7], [1.6, -0.6, -0.5]]
}